# 1
The following is a quantum chemistry calculation of an isolated molecule of C21H26ClN3O2, from OMol25.

Each line ends with the natural charge from an NBO analysis.
Element x y z (Å)
C: 6.836 -2.332 0.514  -0.410
N: 6.404 -0.966 0.630  -0.607
C: 5.156 -0.531 0.306  0.281
C: 4.090 -1.406 0.072  -0.427
C: 2.808 -0.947 -0.194  0.427
O: 1.755 -1.790 -0.421  -0.526
C: 2.001 -3.169 -0.569  -0.253
C: 2.558 0.433 -0.255  -0.257
C: 1.245 1.063 -0.572  0.673
O: 1.177 2.142 -1.134  -0.638
N: 0.153 0.387 -0.151  -0.609
C: -1.180 0.874 -0.371  -0.057
C: -1.893 1.327 0.910  -0.412
C: -3.349 1.282 0.480  -0.220
N: -3.428 0.051 -0.286  -0.448
C: -4.603 -0.051 -1.121  -0.227
C: -5.858 -0.108 -0.293  -0.050
C: -5.888 -0.866 0.872  -0.157
C: -7.037 -0.929 1.638  -0.225
C: -8.174 -0.243 1.245  -0.220
C: -8.155 0.507 0.082  -0.207
C: -7.001 0.576 -0.680  -0.205
C: -2.162 -0.156 -0.988  -0.045
C: -1.728 -1.611 -0.807  -0.618
C: 3.625 1.307 -0.059  -0.129
C: 4.885 0.844 0.228  -0.143
Cl: 6.178 1.977 0.492  -0.015
H: 7.882 -2.393 0.803  0.216
H: 6.258 -2.971 1.185  0.194
H: 6.733 -2.714 -0.509  0.186
H: 7.116 -0.252 0.619  0.404
H: 4.286 -2.464 0.109  0.221
H: 2.358 -3.618 0.363  0.177
H: 2.719 -3.365 -1.371  0.183
H: 1.039 -3.608 -0.830  0.204
H: 0.267 -0.495 0.318  0.412
H: -1.074 1.731 -1.045  0.240
H: -1.713 0.607 1.710  0.200
H: -1.572 2.313 1.237  0.223
H: -4.047 1.244 1.319  0.210
H: -3.594 2.166 -0.133  0.163
H: -4.522 -0.979 -1.698  0.208
H: -4.670 0.788 -1.840  0.170
H: -4.996 -1.394 1.172  0.214
H: -7.049 -1.514 2.546  0.210
H: -9.072 -0.293 1.842  0.211
H: -9.039 1.044 -0.232  0.211
H: -6.989 1.167 -1.585  0.208
H: -2.265 0.043 -2.066  0.181
H: -1.638 -1.846 0.250  0.201
H: -0.780 -1.793 -1.307  0.213
H: -2.481 -2.268 -1.235  0.213
H: 3.431 2.365 -0.143  0.252

- gap between HOMO and LUMO (eV) = 8.505
- largest force on an atom (eV Å⁻¹) = 0.5
- E (hartree) = -1590.78270
- highest occupied orbital energy (eV) = -7.95
- energy relative to the best compared isomer or geometry (same formula, charge and spin) (eV) = 0.9579
- LUMO level (eV) = 0.551
- SMILES = CNc1cc(OC)c(C(=O)N[C@@H]2CCN(Cc3ccccc3)[C@@H]2C)cc1Cl


# 2
The following is a quantum chemistry calculation of a cluster of 2 separate species, C2H7N2S in total at a distorted geometry, from OMol25.

Each line ends with the natural charge from an NBO analysis.
Element x y z (Å)
C: 2.250 1.714 0.700  -0.722
S: 1.821 -0.102 0.568  -0.692
H: 1.792 1.713 1.669  0.214
H: 1.873 2.344 0.012  0.170
H: 3.357 1.829 0.689  0.178
N: -1.260 -0.565 0.093  -0.860
C: -1.962 -0.895 -1.005  0.296
N: -3.152 -0.453 -1.268  -0.831
H: -1.694 0.096 0.699  0.361
H: -0.102 -0.684 0.228  0.423
H: -1.620 -1.616 -1.644  0.152
H: -3.583 0.168 -0.691  0.311

- gap between HOMO and LUMO (eV) = 7.120
- charge = -1
- largest force on an atom (eV Å⁻¹) = 4.6
- E (hartree) = -588.08824
- highest occupied orbital energy (eV) = -2.84
- energy relative to the best compared isomer or geometry (same formula, charge and spin) (eV) = 1.2938
- LUMO level (eV) = 4.277


# 3
The following is a quantum chemistry calculation of a structure of composition C40H33ClFN5O9Re at a distorted geometry, from OMol25.

Each line ends with the Mulliken spin population.
Element x y z (Å)
Re: -0.454 0.712 0.498  1.848
O: -0.627 -2.917 -1.430  0.017
C: -0.649 -1.705 -1.426  0.008
O: -0.952 -1.050 -0.232  0.091
C: -0.393 -0.860 -2.560  0.031
C: 0.173 -1.392 -3.687  0.002
C: 0.437 -0.606 -4.799  0.013
C: 0.067 0.761 -4.773  0.014
C: -0.419 1.327 -3.658  -0.015
C: -0.688 0.584 -2.395  0.034
O: 0.093 1.121 -1.261  0.148
N: -1.044 2.649 -3.716  0.407
O: -3.265 3.508 -3.238  0.006
O: -0.644 3.585 -2.935  0.550
N: 1.042 -1.170 -5.954  0.000
O: 1.389 -2.355 -5.929  0.001
O: 1.201 -0.465 -6.956  0.001
H: 0.413 -2.447 -3.707  0.000
H: 0.184 1.355 -5.673  -0.007
O: -0.977 4.190 2.508  0.027
C: -0.993 3.335 1.670  0.024
O: -0.073 2.363 1.544  0.026
C: -1.980 3.280 0.564  -0.005
C: -2.755 4.345 0.196  -0.016
C: -3.286 4.348 -1.085  0.011
C: -3.028 3.293 -1.935  0.004
C: -2.485 2.723 -4.174  -0.049
C: -3.135 1.372 -4.306  0.026
C: -3.092 0.520 -3.303  -0.023
C: -2.281 0.784 -2.076  0.121
C: -2.472 2.107 -1.416  -0.037
N: -1.922 2.168 -0.196  -0.010
H: -2.842 5.189 0.868  0.001
H: -3.798 5.216 -1.487  0.001
H: -2.517 3.276 -5.103  0.024
H: -3.701 1.164 -5.209  -0.003
H: -3.579 -0.446 -3.380  0.000
H: -2.530 0.038 -1.328  0.021
C: 3.003 1.895 -1.119  -0.011
C: 3.650 0.710 -0.409  0.011
C: 4.227 1.215 0.922  -0.005
C: 2.882 -0.643 -0.289  -0.083
C: 3.372 -1.641 -1.130  0.003
C: 2.981 -2.967 -1.031  0.001
C: 2.161 -3.360 0.008  -0.004
C: 1.629 -2.429 0.888  -0.031
C: 0.903 -2.946 2.144  -0.017
C: -0.343 -3.807 1.918  -0.005
C: 1.909 -3.749 2.984  0.003
C: 1.899 -1.071 0.641  0.114
N: 1.122 -0.123 1.455  -0.207
C: 1.531 0.017 2.785  -0.031
C: 2.756 -0.523 3.225  -0.062
C: 3.193 -0.352 4.516  0.034
C: 2.421 0.368 5.430  -0.077
C: 1.187 0.872 5.048  0.047
C: 0.759 0.676 3.759  -0.050
F: -0.470 1.082 3.450  -0.003
H: 3.768 2.663 -1.274  0.000
H: 2.218 2.352 -0.524  -0.003
H: 2.585 1.625 -2.084  0.002
H: 4.504 0.441 -1.027  0.001
H: 3.470 1.724 1.529  0.002
H: 5.014 1.945 0.712  0.000
H: 4.675 0.413 1.515  0.001
H: 4.112 -1.362 -1.873  -0.001
H: 3.370 -3.702 -1.727  0.000
H: 1.921 -4.410 0.141  -0.001
H: 0.609 -2.089 2.747  -0.006
H: -0.111 -4.684 1.309  0.000
H: -1.125 -3.268 1.399  0.002
H: -0.717 -4.154 2.890  0.000
H: 2.178 -4.680 2.477  0.000
H: 1.468 -4.009 3.951  0.000
H: 2.830 -3.191 3.172  -0.001
H: 3.355 -1.076 2.517  -0.004
H: 4.143 -0.775 4.816  0.000
H: 2.775 0.525 6.442  -0.003
H: 0.543 1.409 5.734  0.001
Cl: -6.269 0.519 1.591  0.000
C: -4.724 -0.196 1.875  0.000
C: -4.612 -1.440 2.460  0.002
C: -3.344 -1.948 2.677  0.001
C: -2.248 -1.209 2.289  0.001
N: -2.360 -0.011 1.692  0.046
C: -3.588 0.493 1.497  0.010
H: -5.500 -1.995 2.740  0.000
H: -3.201 -2.920 3.133  0.000
H: -1.245 -1.584 2.448  0.031
H: -3.679 1.466 1.040  -0.001

- gap between HOMO and LUMO (alpha / beta) (eV) = 4.377 / 5.560
- largest force on an atom (eV Å⁻¹) = 1.3
- multiplicity = 4
- E (hartree) = -3133.15917
- highest occupied orbital energy (alpha / beta) (eV) = -6.96 / -6.98
- LUMO level (alpha / beta) (eV) = -2.579 / -1.423


# 4
The following is a quantum chemistry calculation of a cluster of 2 separate species, C2H3ClS2 in total at a distorted geometry, from OMol25.

Each line ends with the natural charge from an NBO analysis.
Element x y z (Å)
C: -0.548 -0.045 0.030  -0.458
C: 0.420 -0.020 -0.965  -0.141
S: -1.100 -1.600 0.494  0.146
S: -1.077 1.332 0.878  0.155
Cl: 2.732 -0.658 0.379  -0.415
H: 0.758 1.033 -1.342  0.248
H: 0.693 -0.991 -1.432  0.280
H: -1.877 0.949 1.958  0.186

- gap between HOMO and LUMO (alpha / beta) (eV) = 6.027 / 6.014
- largest force on an atom (eV Å⁻¹) = 5.3
- E (hartree) = -1334.43825
- highest occupied orbital energy (alpha / beta) (eV) = -9.64 / -9.63
- energy relative to the best compared isomer or geometry (same formula, charge and spin) (eV) = 3.2237
- LUMO level (alpha / beta) (eV) = -3.615 / -3.615


# 5
The following is a quantum chemistry calculation of a cluster of 6 separate species, C27H33F3O7 in total at a distorted geometry, from OMol25.

Each line ends with the natural charge from an NBO analysis.
Element x y z (Å)
C: 11.459 -11.432 0.197  -0.254
O: 11.560 -11.256 1.640  -0.493
C: 10.404 -11.482 2.288  0.989
O: 9.282 -11.550 1.816  -0.655
O: 10.670 -11.424 3.582  -0.494
C: 9.669 -12.058 4.395  -0.257
H: 12.420 -11.843 0.071  0.199
H: 11.344 -10.485 -0.248  0.180
H: 10.695 -12.101 -0.197  0.208
H: 9.645 -13.142 4.349  0.190
H: 8.663 -11.748 4.237  0.196
H: 9.976 -11.777 5.352  0.190
C: 12.277 -16.532 -1.081  -0.257
O: 12.330 -16.765 0.367  -0.498
C: 12.339 -15.646 1.101  0.981
O: 12.093 -14.531 0.753  -0.649
O: 12.625 -16.002 2.344  -0.498
C: 12.635 -14.833 3.216  -0.261
H: 12.179 -17.511 -1.568  0.196
H: 13.243 -16.155 -1.346  0.185
H: 11.518 -15.860 -1.442  0.199
H: 11.635 -14.473 3.109  0.201
H: 13.471 -14.139 2.889  0.199
H: 12.804 -15.167 4.248  0.201
F: 4.883 -18.589 2.120  -0.328
C: 5.574 -18.316 1.000  0.386
C: 4.971 -17.706 -0.018  -0.298
C: 5.729 -17.411 -1.105  -0.197
C: 7.004 -17.894 -1.286  -0.228
C: 7.590 -18.635 -0.234  -0.181
C: 6.862 -18.775 0.952  -0.286
H: 3.941 -17.350 0.082  0.234
H: 5.254 -16.868 -1.920  0.217
H: 7.540 -17.680 -2.262  0.226
H: 8.609 -18.971 -0.313  0.221
H: 7.311 -19.270 1.813  0.234
F: 10.500 -14.898 6.000  -0.328
C: 9.321 -15.520 5.887  0.389
C: 8.965 -16.124 4.704  -0.285
C: 7.652 -16.624 4.616  -0.202
C: 6.814 -16.649 5.687  -0.228
C: 7.292 -16.241 6.935  -0.193
C: 8.501 -15.578 6.996  -0.293
H: 9.582 -16.144 3.816  0.245
H: 7.319 -17.023 3.640  0.221
H: 5.798 -17.158 5.537  0.222
H: 6.708 -16.517 7.822  0.221
H: 8.813 -15.054 7.855  0.226
F: 7.990 -14.139 -3.399  -0.337
C: 9.057 -13.405 -3.846  0.391
C: 9.006 -12.891 -5.120  -0.283
C: 10.056 -12.122 -5.600  -0.191
C: 11.227 -12.057 -4.830  -0.231
C: 11.292 -12.574 -3.547  -0.190
C: 10.180 -13.292 -3.037  -0.291
H: 8.214 -13.162 -5.821  0.231
H: 10.058 -11.739 -6.627  0.223
H: 12.156 -11.575 -5.204  0.219
H: 12.230 -12.573 -2.992  0.223
H: 10.013 -13.772 -2.101  0.234
C: 6.212 -14.539 2.029  -0.718
C: 7.455 -14.232 1.289  0.613
C: 7.326 -13.604 -0.111  -0.703
O: 8.544 -14.597 1.639  -0.569
H: 5.388 -13.881 1.679  0.222
H: 6.377 -14.612 3.080  0.241
H: 5.911 -15.502 1.662  0.241
H: 6.515 -14.158 -0.647  0.215
H: 8.186 -13.624 -0.670  0.222
H: 7.073 -12.565 0.097  0.236

- gap between HOMO and LUMO (eV) = 9.763
- largest force on an atom (eV Å⁻¹) = 3.6
- E (hartree) = -1874.85830
- highest occupied orbital energy (eV) = -9.10
- energy relative to the best compared isomer or geometry (same formula, charge and spin) (eV) = 0.5179
- LUMO level (eV) = 0.658
- SMILES = COC(=O)OC.COC(=O)OC.Fc1ccccc1.Fc1ccccc1.Fc1ccccc1.CC(C)=O


# 6
The following is a quantum chemistry calculation of a cluster of 2 separate species, C2H7NS2 in total at a distorted geometry, from OMol25.

Each line ends with the natural charge from an NBO analysis.
Element x y z (Å)
C: -3.174 2.774 -0.728  -0.054
N: -2.672 2.034 -1.624  -0.578
H: -2.587 3.666 -0.466  0.152
H: -4.204 2.886 -0.374  0.148
H: -3.376 1.435 -2.059  0.332
C: 2.577 -0.859 -0.573  -0.791
S: 1.612 -1.569 0.728  0.165
S: -0.154 -0.443 0.686  -0.215
H: 3.652 -1.017 -0.409  0.236
H: 2.308 -1.146 -1.585  0.225
H: 2.560 0.220 -0.443  0.239
H: -0.415 0.762 1.292  0.141

- gap between HOMO and LUMO (eV) = 9.181
- largest force on an atom (eV Å⁻¹) = 1.9
- E (hartree) = -931.45460
- highest occupied orbital energy (eV) = -8.99
- energy relative to the best compared isomer or geometry (same formula, charge and spin) (eV) = 1.8772
- LUMO level (eV) = 0.189
- SMILES = C=N.CSS